{
  "formula": "C4H14N2",
  "method": "wB97M-V/def2-TZVPD",
  "symbols": ["C", "C", "N", "H", "H", "H", "H", "H", "H", "H", "C", "C", "N", "H", "H", "H", "H", "H", "H", "H"],
  "coordinates": [[1.3398, 0.5552, 0.3093], [0.9983, 2.0060, 0.1941], [1.1916, -0.1020, -1.5261], [1.4116, 0.6285, -2.1990], [1.4831, -0.9322, -2.0348], [0.7677, -0.0011, 1.0384], [2.3999, 0.3371, 0.3538], [-0.0555, 2.1525, -0.0477], [1.1902, 2.5030, 1.1532], [1.5960, 2.4999, -0.5737], [-1.9292, 0.0254, 0.3748], [-0.7666, -2.0317, 0.5190], [-0.9908, -0.8482, -0.2682], [0.0684, -0.5080, -1.2067], [-2.1804, 0.8767, -0.2648], [-1.5548, 0.4174, 1.3458], [-2.8837, -0.4740, 0.6123], [-1.6933, -2.5932, 0.7209], [-0.0831, -2.7051, -0.0084], [-0.3092, -1.8063, 1.5077]],
  "e_homo_ev": -6.2,
  "de_lowest_kj_mol": 400.4,
  "energy_ev": -7350.9667,
  "gap_ev": 6.72
}